Entry 1:
59
Properties=species:S:1:pos:R:3 method="wB97M-V/def2-TZVPD" homo_energy_ev=-7.9638 multiplicity=1 gap_ev=8.329 de_lowest_kj_mol=1946.9
C 2.228 1.804 1.509
C 2.340 0.597 2.203
H 1.714 0.593 3.001
H 3.483 0.433 2.504
C 2.124 -0.476 1.418
C 0.599 -0.708 1.211
N -0.278 0.008 1.840
N -1.456 -0.106 1.185
C -1.318 -1.167 0.387
N -0.116 -1.523 0.355
C 0.474 -2.688 -0.719
C 1.170 -1.952 -1.907
C 0.293 -1.088 -2.524
C 0.708 -0.674 -3.839
C 2.191 -0.606 -4.059
C 2.945 -1.546 -3.096
C 2.379 -2.009 -1.881
H 3.049 -2.663 -1.306
H 3.920 -1.422 -3.496
H 2.494 -0.349 -4.902
H 0.193 -0.038 -4.469
H -0.827 -1.406 -2.505
H 1.200 -3.190 -0.061
H -0.376 -3.461 -0.787
S -2.622 -1.894 -0.605
C -3.888 -0.550 -0.573
C -3.267 0.265 -1.558
O -3.332 -0.289 -3.010
N -2.717 1.295 -1.402
C -2.877 2.092 -0.193
C -1.676 2.671 0.189
C -1.657 3.454 1.477
C -3.014 3.531 2.092
C -4.069 3.080 1.657
C -4.013 2.331 0.421
H -5.039 1.878 -0.282
H -5.022 3.337 1.951
H -3.158 3.867 3.129
H -0.849 3.723 1.906
H -0.685 2.336 -0.254
C -2.157 2.002 -2.432
H -2.410 1.380 -3.482
H -2.119 3.079 -2.466
H -0.897 1.862 -2.359
H -3.694 -0.082 0.320
H -4.915 -0.896 -0.725
N 2.360 -1.953 1.894
C 3.748 -2.170 1.847
H 4.232 -1.898 0.590
H 4.095 -3.448 1.793
H 4.433 -1.681 2.396
C 1.907 -2.287 3.030
H 0.732 -1.907 3.044
H 1.920 -3.422 3.351
H 2.294 -1.826 4.008
H 2.352 -0.721 0.301
H 1.329 2.081 1.289
H 2.713 2.570 2.124
H 2.830 1.823 0.468


Entry 2:
58
Properties=species:S:1:pos:R:3 method="wB97M-V/def2-TZVPD" homo_energy_ev=-8.5209 multiplicity=1 gap_ev=9.047 de_lowest_kj_mol=8.6
C -0.702 -3.587 2.818
C 0.345 -3.148 1.806
H 0.660 -3.995 1.190
H 1.214 -2.707 2.299
O -0.150 -2.118 0.947
C -0.885 -2.507 -0.097
O -1.207 -3.646 -0.303
C -1.264 -1.327 -0.991
C -2.436 -1.753 -1.888
C -3.008 -0.569 -2.662
C -3.374 0.563 -1.704
N -2.224 0.931 -0.901
C -1.557 2.068 -1.218
O -1.917 2.798 -2.130
C -0.379 2.468 -0.420
C 0.615 3.324 -0.821
C 1.486 3.473 0.276
C 0.965 2.710 1.284
O -0.167 2.102 0.870
C 1.398 2.499 2.681
H 2.463 2.281 2.742
H 0.822 1.696 3.143
S 1.176 4.016 3.696
C -0.610 4.246 3.485
H -0.888 5.098 4.097
H -1.133 3.357 3.825
H -0.833 4.451 2.442
H 2.375 4.069 0.324
H 0.695 3.776 -1.788
C -1.734 -0.158 -0.097
H -0.923 0.166 0.548
H -2.556 -0.508 0.540
H -3.693 1.448 -2.255
H -4.176 0.244 -1.029
H -2.281 -0.192 -3.383
H -3.896 -0.881 -3.213
H -2.107 -2.537 -2.571
H -3.216 -2.183 -1.255
C -0.015 -0.919 -1.826
C 1.149 -1.859 -1.639
C 1.127 -3.079 -2.304
C 2.143 -4.003 -2.148
C 3.211 -3.706 -1.320
C 3.250 -2.489 -0.666
C 2.232 -1.554 -0.810
C 2.318 -0.254 -0.066
H 3.244 -0.203 0.502
H 2.295 0.593 -0.751
H 1.485 -0.159 0.627
H 4.089 -2.257 -0.024
H 4.012 -4.418 -1.186
H 2.100 -4.948 -2.668
H 0.293 -3.312 -2.950
H 0.274 0.099 -1.570
H -0.286 -0.925 -2.883
H -0.269 -4.318 3.495
H -1.053 -2.734 3.394
H -1.546 -4.041 2.305


Entry 3:
68
Properties=species:S:1:pos:R:3 method="wB97M-V/def2-TZVPD" homo_energy_ev=-10.8612 multiplicity=1 total_charge=+1 gap_ev=8.020 de_lowest_kj_mol=98.7
Cd -0.732 1.122 0.307
C 0.264 0.589 3.317
C 1.313 1.534 2.772
O 0.657 2.318 1.782
C 1.384 3.373 1.149
C 1.986 2.903 -0.171
O 0.962 2.195 -0.859
C 0.909 2.175 -2.285
C -0.556 2.314 -2.679
O -1.374 1.438 -1.903
C -1.938 0.290 -2.532
C -2.919 -0.307 -1.542
O -2.231 -0.535 -0.306
C -2.362 -1.811 0.308
C -0.969 -1.321 2.467
O -0.223 -0.153 2.193
H -0.552 1.149 3.776
H 0.701 -0.094 4.048
H 2.146 0.973 2.336
H 1.690 2.175 3.573
H 2.160 3.757 1.814
H 0.647 4.153 0.965
H 2.848 2.248 -0.017
H 2.310 3.770 -0.753
H 1.345 1.238 -2.642
H 1.470 3.012 -2.704
H -0.685 2.118 -3.745
H -0.899 3.325 -2.458
H -1.147 -0.424 -2.786
H -2.465 0.586 -3.442
H -3.310 -1.248 -1.932
H -3.740 0.384 -1.352
H -2.484 -2.570 -0.469
H -3.244 -1.842 0.951
H -0.412 -1.942 3.175
H -2.588 -0.055 2.809
O 6.017 -0.476 -3.694
C 4.835 -1.041 -3.994
O 4.656 -1.526 -5.072
C 3.752 -1.022 -2.946
C 3.898 -0.497 -1.664
C 2.835 -0.506 -0.776
C 1.618 -1.057 -1.156
C 1.473 -1.613 -2.422
C 2.536 -1.588 -3.309
N 0.513 -1.002 -0.266
C 0.100 -2.086 0.246
C -1.116 -2.180 1.142
C -1.303 -3.612 1.580
C -2.090 -4.014 2.585
C -2.958 -3.238 3.463
C -3.055 -1.903 3.595
N -2.208 -0.957 3.071
H 6.036 -0.113 -2.803
H 4.837 -0.080 -1.319
H 2.945 -0.108 0.225
H 0.531 -2.063 -2.708
H 2.446 -2.013 -4.300
H 0.611 -3.027 0.017
H -0.749 -4.362 1.027
H -2.128 -5.084 2.755
H -3.654 -3.816 4.055
H -3.857 -1.484 4.191
F -3.516 3.766 1.790
B -2.967 2.770 1.068
F -1.753 3.209 0.391
F -3.794 2.181 0.134
F -2.450 1.702 1.933


Entry 4:
64
Properties=species:S:1:pos:R:3 method="wB97M-V/def2-TZVPD" homo_energy_ev=0.8663 multiplicity=1 total_charge=-2 gap_ev=2.557
C 0.307 -0.304 -3.490
C 0.086 -0.932 -2.093
C -0.128 1.171 -3.421
C -0.958 1.272 -2.129
H -0.755 1.357 -4.301
H 0.759 1.814 -3.466
C -1.105 -0.152 -1.528
H 1.003 -0.718 -1.532
H -0.068 -2.023 -2.136
C -1.173 0.070 -0.031
H -2.033 -0.628 -1.877
H -1.959 1.640 -2.391
C -0.415 2.121 -0.936
C 1.734 -0.489 -3.968
C -0.491 -0.980 -4.606
O -1.108 -0.378 -5.479
O 2.692 -0.623 -3.224
O 1.824 -0.533 -5.307
O -0.415 -2.318 -4.624
C -1.080 -2.818 -5.789
H -0.980 -3.902 -5.748
H -0.581 -2.414 -6.675
H -2.126 -2.502 -5.780
C 3.149 -0.799 -5.762
H 3.878 -0.168 -5.240
H 3.144 -0.601 -6.831
H 3.384 -1.855 -5.582
O -0.473 1.285 0.280
H -0.744 -0.749 0.560
H -2.219 0.222 0.281
C -1.312 3.339 -0.732
C 1.034 2.558 -1.090
H 1.151 3.267 -1.919
H 1.709 1.714 -1.272
H 1.361 3.056 -0.171
H -0.977 3.915 0.139
H -2.351 3.027 -0.578
H -1.281 3.982 -1.623
In -0.400 1.106 3.271
C -2.183 -0.330 4.714
C -2.641 -0.141 3.354
C -2.292 -1.339 2.644
H -3.340 0.620 3.011
C -1.511 -2.154 3.488
C -1.456 -1.541 4.769
H -0.971 -1.937 5.655
H -2.441 0.270 5.572
H -2.639 -1.598 1.648
H -1.091 -3.125 3.230
C 2.026 0.683 3.595
C 2.082 -0.302 4.637
C 1.844 -1.568 4.064
H 2.309 -0.128 5.682
C 1.705 -1.409 2.663
C 1.773 -0.023 2.353
H 1.836 0.420 1.362
H 2.341 1.724 3.675
H 1.795 -2.506 4.616
H 1.613 -2.214 1.937
F 0.049 1.609 5.444
B -0.182 1.074 6.917
F 0.570 1.930 7.694
F -1.562 1.193 7.127
F 0.280 -0.238 6.946